Density functional theory data (the ωB97M-V functional and the def2-TZVPD basis) for 2 unconnected molecules or ions with the total composition C9H14 in a non-equilibrium geometry.

Each line ends with the Löwdin charge.
Positions of all 23 atoms, in Å:
C (-0.97702, 0.58328, 0.61254)  -0.060
C (-0.80420, -0.47856, -0.28299)  -0.261
C (3.44750, -1.50070, 1.97808)  -0.162
C (-1.68980, -0.45843, -1.40152)  -0.056
C (0.38494, -1.38743, -0.24995)  -0.037
C (3.53552, -0.19418, 1.24209)  -0.204
C (-1.63032, 1.71319, 0.16628)  -0.122
C (-2.24852, 0.71773, -1.85965)  -0.096
C (-2.22532, 1.88617, -1.07215)  -0.093
H (-1.81664, -1.34362, -2.00850)  0.104
H (4.23570, -2.17624, 1.66479)  0.064
H (2.49432, -2.02654, 1.90843)  0.053
H (-2.57037, 2.85634, -1.38959)  0.096
H (1.22619, -1.01055, 0.31178)  0.035
H (-1.82151, 2.54732, 0.84940)  0.104
H (3.54193, -1.29628, 3.04438)  0.066
H (3.51156, -0.12184, 0.13716)  0.068
H (-0.02292, -2.26117, 0.32050)  0.099
H (2.62688, 0.44797, 1.22315)  0.057
H (-0.43791, 0.59608, 1.54549)  0.106
H (0.58736, -1.95114, -1.14393)  0.077
H (4.33693, 0.48142, 1.53964)  0.063
H (-2.68571, 0.84339, -2.84556)  0.100

The value obtained for the energy relative to the best compared isomer or geometry (same formula, charge and spin) is 147.1 kJ/mol. As for the strongest force on any atom: 3.74 eV Å⁻¹. The HOMO-LUMO gap comes out at 9.600 eV. The SMILES is Cc1ccccc1.CC. The total energy is -351.27415 a.u.



Density functional theory data (the ωB97M-V functional and the def2-TZVPD basis) for 2 unconnected molecules or ions with the total composition C9H14 in a non-equilibrium geometry.

Each line ends with the Löwdin charge.
Positions of all 23 atoms, in Å:
C (1.98279, 0.02986, -1.76488)  -0.175
C (-2.04210, 1.25572, 0.11553)  -0.088
C (-1.92075, -0.97041, 1.76665)  -0.061
C (-0.76991, -0.27561, 1.49647)  -0.285
C (-3.11200, -0.66909, 1.09175)  -0.092
C (-3.17491, 0.43680, 0.27111)  -0.101
C (3.22946, 0.32788, -2.63928)  -0.160
C (0.53874, -0.61193, 2.15533)  -0.058
C (-0.84378, 0.87192, 0.66454)  -0.058
H (3.77207, -0.59979, -2.80574)  0.056
H (-1.91476, -1.83385, 2.42325)  0.108
H (-2.09497, 2.13442, -0.51517)  0.099
H (-4.06684, 0.61929, -0.31314)  0.097
H (0.10270, 1.37073, 0.49839)  0.103
H (1.12377, -1.17902, 1.43334)  0.075
H (1.05325, 0.24766, 2.58407)  0.080
H (2.25864, -0.10002, -0.72070)  0.050
H (-3.95801, -1.34278, 1.03577)  0.100
H (0.37581, -1.20721, 3.05908)  0.075
H (1.18771, 0.70685, -2.06685)  0.057
H (1.54244, -0.94112, -2.02666)  0.063
H (2.84218, 0.68915, -3.58971)  0.058
H (3.88848, 1.04057, -2.15315)  0.057

The value obtained for the energy relative to the best compared isomer or geometry (same formula, charge and spin) is 51.9 kJ/mol. As for the strongest force on any atom: 1.53 eV Å⁻¹. The HOMO-LUMO gap comes out at 10.009 eV. The SMILES is Cc1ccccc1.CC. The total energy is -351.31043 a.u.



Density functional theory data (the ωB97M-V functional and the def2-TZVPD basis) for 2 unconnected molecules or ions with the total composition C9H14 in a non-equilibrium geometry.

Each line ends with the Löwdin charge.
Positions of all 23 atoms, in Å:
C (0.72867, -1.92211, 0.10392)  -0.060
C (0.64137, 2.11704, -0.17782)  -0.127
C (0.50977, -1.92686, 1.50162)  -0.047
C (-0.75665, -1.51210, 2.12930)  -0.059
C (-1.78180, -1.20321, 1.28002)  -0.104
C (-0.17060, -1.72510, -2.26894)  -0.032
C (0.74747, 3.64830, 0.21413)  -0.167
C (-0.35384, -1.59987, -0.72756)  -0.258
C (-1.55166, -1.25581, -0.07881)  -0.061
H (0.63847, -2.43582, -2.53305)  0.081
H (-0.80129, -1.20112, 3.14721)  0.088
H (0.32791, 1.50957, 0.56310)  0.007
H (1.37730, -2.09998, 2.09744)  0.077
H (-1.07890, -1.87286, -2.74675)  0.044
H (0.95253, 4.14517, -0.66513)  0.012
H (1.70717, 2.13684, -0.53785)  0.090
H (1.74624, 3.74403, 0.66723)  0.050
H (0.41113, -0.81034, -2.53256)  0.085
H (-2.34564, -0.93150, -0.73130)  0.103
H (-2.57119, -0.79266, 1.66687)  0.047
H (1.64355, -2.16849, -0.36761)  0.093
H (-0.05863, 1.87259, -0.92020)  0.037
H (0.03862, 4.28430, 0.91672)  0.101

The value obtained for the energy relative to the best compared isomer or geometry (same formula, charge and spin) is 217.0 kJ/mol. As for the strongest force on any atom: 5.52 eV Å⁻¹. The HOMO-LUMO gap comes out at 9.799 eV. The SMILES is Cc1ccccc1.CC. The total energy is -351.24754 a.u.



Density functional theory data (the ωB97M-V functional and the def2-TZVPD basis) for 2 unconnected molecules or ions with the total composition C9H14 in a non-equilibrium geometry.

Each line ends with the Löwdin charge.
Positions of all 23 atoms, in Å:
C (0.91850, -1.13010, 1.36391)  -0.057
C (-0.41313, -1.05893, 0.96710)  -0.281
C (-0.47243, 1.31233, 1.50406)  -0.081
C (0.88982, 1.25929, 1.89045)  -0.086
C (-1.10082, 0.14393, 1.12365)  -0.073
C (0.24226, 0.15700, -3.17002)  -0.163
C (-0.20165, 1.49899, -3.82804)  -0.166
C (-1.11888, -2.24644, 0.33878)  -0.051
C (1.52629, 0.01843, 1.82601)  -0.104
H (1.40610, 2.17968, 2.11357)  0.094
H (-1.21104, 1.65327, -3.44546)  0.059
H (0.60014, 2.21529, -3.65720)  0.058
H (-0.62506, -3.20558, 0.50462)  0.074
H (-0.95820, 2.27525, 1.57535)  0.097
H (0.74782, 0.45760, -2.25188)  0.055
H (2.50512, 0.09202, 2.29218)  0.100
H (0.72877, -0.44643, -3.92982)  0.061
H (-0.62174, -0.29344, -2.66090)  0.047
H (-0.29830, 1.43473, -4.91268)  0.052
H (-2.18345, 0.08264, 1.08648)  0.110
H (1.54467, -1.95871, 1.06556)  0.110
H (-1.22174, -2.15313, -0.74567)  0.072
H (-2.09226, -2.34544, 0.81146)  0.074

The value obtained for the energy relative to the best compared isomer or geometry (same formula, charge and spin) is 96.0 kJ/mol. As for the strongest force on any atom: 2.34 eV Å⁻¹. The HOMO-LUMO gap comes out at 10.032 eV. The SMILES is Cc1ccccc1.CC. The total energy is -351.29362 a.u.



Density functional theory data (the ωB97M-V functional and the def2-TZVPD basis) for 2 unconnected molecules or ions with the total composition C9H14 in a non-equilibrium geometry.

Each line ends with the Löwdin charge.
Positions of all 23 atoms, in Å:
C (4.11963, 0.89059, -0.01269)  -0.197
C (-3.50876, -0.50094, -1.29078)  -0.105
C (-2.98375, 0.78632, -1.12034)  -0.083
C (-1.29181, -0.23099, 0.35482)  -0.308
C (-1.68088, -1.44332, -0.08997)  -0.101
C (-0.33458, -0.12268, 1.49328)  -0.068
C (-1.84048, 0.89295, -0.34242)  -0.039
C (-2.79157, -1.61285, -0.88867)  -0.107
C (2.76756, 0.26502, 0.20011)  -0.214
H (0.76824, -0.16326, 1.11371)  0.049
H (-0.23925, 0.83360, 2.02584)  0.079
H (1.95265, 0.99911, 0.51317)  0.074
H (2.94580, -0.46195, 1.00676)  0.076
H (-1.08966, -2.38800, 0.28286)  0.150
H (-3.37045, 1.64099, -1.64595)  0.096
H (2.36951, -0.21496, -0.66129)  0.058
H (4.21067, 1.84304, -0.72187)  0.097
H (-0.47948, -0.93410, 2.24934)  0.093
H (-4.30888, -0.76408, -1.99097)  0.103
H (-1.29663, 1.76243, 0.05063)  0.109
H (4.67860, 0.25627, -0.59269)  0.010
H (4.56146, 1.30362, 1.04580)  0.121
H (-3.15792, -2.63681, -0.97868)  0.106

The value obtained for the energy relative to the best compared isomer or geometry (same formula, charge and spin) is 187.1 kJ/mol. As for the strongest force on any atom: 5.24 eV Å⁻¹. The HOMO-LUMO gap comes out at 9.759 eV. The SMILES is Cc1ccccc1.CC. The total energy is -351.25892 a.u.



Density functional theory data (the ωB97M-V functional and the def2-TZVPD basis) for 2 unconnected molecules or ions with the total composition C9H14 in a non-equilibrium geometry.

Each line ends with the Löwdin charge.
Positions of all 23 atoms, in Å:
C (-1.02478, 2.63221, 0.22045)  -0.081
C (-0.85773, 2.85981, -1.12319)  -0.072
C (0.90915, 1.32431, 0.44164)  -0.055
C (-0.32349, 1.84186, 2.55200)  -0.057
C (-0.15220, 1.97290, 1.08255)  -0.288
C (0.26518, 2.21249, -1.74918)  -0.082
C (1.00837, 1.39151, -0.93724)  -0.120
C (-0.61974, -3.72025, -0.36209)  -0.163
C (0.84477, -3.82426, -0.90417)  -0.157
H (-1.03269, -4.72482, -0.46196)  0.057
H (-1.39795, 1.82845, 2.79978)  0.083
H (-1.24112, -2.98538, -0.86244)  0.055
H (1.39812, -4.21645, -0.05622)  0.057
H (1.21822, -2.86007, -1.24186)  0.049
H (-0.00775, 0.90254, 2.97631)  0.074
H (0.09828, 2.74141, 3.00256)  0.087
H (0.86135, -4.47360, -1.77603)  0.054
H (1.82461, 0.82333, -1.38429)  0.101
H (-1.46987, 3.43140, -1.80131)  0.096
H (1.68859, 0.87651, 1.04257)  0.110
H (0.55266, 2.41003, -2.77010)  0.095
H (-0.58136, -3.47399, 0.68757)  0.048
H (-1.96060, 3.03006, 0.62467)  0.111

The value obtained for the energy relative to the best compared isomer or geometry (same formula, charge and spin) is 72.9 kJ/mol. As for the strongest force on any atom: 3.45 eV Å⁻¹. The HOMO-LUMO gap comes out at 9.874 eV. The SMILES is Cc1ccccc1.CC. The total energy is -351.30242 a.u.



Density functional theory data (the ωB97M-V functional and the def2-TZVPD basis) for 2 unconnected molecules or ions with the total composition C9H14 in a non-equilibrium geometry.

Each line ends with the Löwdin charge.
Positions of all 23 atoms, in Å:
C (-0.65563, -1.59203, -1.75910)  -0.078
C (2.74443, -0.21131, 0.99056)  -0.168
C (-0.73059, 2.13161, -0.54579)  -0.123
C (-0.39416, 0.94670, -1.16711)  -0.090
C (1.93171, -1.31712, 1.67674)  -0.152
C (-2.13914, -0.21708, -0.07128)  -0.051
C (-1.86534, 2.24676, 0.27049)  -0.104
C (-2.55784, 1.05542, 0.45302)  -0.105
C (-1.05651, -0.31747, -1.01491)  -0.280
H (0.41345, -1.40252, -2.33242)  0.115
H (-3.42545, 0.98328, 1.24086)  0.128
H (3.77765, -0.37287, 0.75245)  0.050
H (1.31481, -1.86334, 1.06688)  0.002
H (-2.79989, -1.07675, -0.06011)  0.096
H (0.49800, 1.08005, -1.94869)  0.142
H (-0.29964, 3.05228, -0.85067)  0.087
H (2.66971, 0.68815, 1.58262)  0.056
H (2.64753, -2.07631, 2.22653)  0.099
H (-1.96914, 3.13725, 0.87932)  0.100
H (-0.44133, -2.49448, -1.20886)  0.048
H (1.35810, -0.81454, 2.50130)  0.075
H (-1.38060, -1.63949, -2.70545)  0.116
H (2.35987, 0.07382, 0.02364)  0.038

The value obtained for the energy relative to the best compared isomer or geometry (same formula, charge and spin) is 189.7 kJ/mol. As for the strongest force on any atom: 4.76 eV Å⁻¹. The HOMO-LUMO gap comes out at 10.117 eV. The SMILES is Cc1ccccc1.CC. The total energy is -351.25796 a.u.



Density functional theory data (the ωB97M-V functional and the def2-TZVPD basis) for 2 unconnected molecules or ions with the total composition C9H14 in a non-equilibrium geometry.

Each line ends with the Löwdin charge.
Positions of all 23 atoms, in Å:
C (-1.07377, 0.74731, -1.72721)  -0.094
C (-2.14671, 0.07215, -1.11485)  -0.088
C (1.07471, 1.09481, 3.36599)  -0.181
C (1.91359, -1.44707, -0.96936)  -0.057
C (-1.82343, -1.03495, -0.37434)  -0.099
C (0.53426, -0.88462, -0.87801)  -0.285
C (0.82569, 2.08388, 2.24155)  -0.165
C (-0.53011, -1.57971, -0.32974)  -0.055
C (0.20287, 0.33541, -1.48950)  -0.081
H (0.02962, 2.74974, 2.58577)  0.065
H (0.99837, 0.81882, -2.05861)  0.114
H (0.31098, 0.31020, 3.45799)  0.063
H (2.22689, -1.36973, -2.02020)  0.080
H (1.14423, 1.65866, 4.28079)  0.052
H (-1.32991, 1.64203, -2.27962)  0.102
H (-0.47109, -2.59981, 0.01955)  0.106
H (0.60084, 1.61016, 1.27993)  0.046
H (2.73459, -0.95843, -0.44571)  0.078
H (1.96273, -2.52683, -0.82035)  0.077
H (-3.13669, 0.48119, -1.22646)  0.097
H (1.93786, 0.42166, 3.30667)  0.059
H (1.69412, 2.69937, 1.97766)  0.063
H (-2.53792, -1.68773, 0.11748)  0.099

The value obtained for the energy relative to the best compared isomer or geometry (same formula, charge and spin) is 63.6 kJ/mol. As for the strongest force on any atom: 2.08 eV Å⁻¹. The HOMO-LUMO gap comes out at 10.076 eV. The SMILES is Cc1ccccc1.CC. The total energy is -351.30595 a.u.



Density functional theory data (the ωB97M-V functional and the def2-TZVPD basis) for 2 unconnected molecules or ions with the total composition C9H14 in a non-equilibrium geometry.

Each line ends with the Löwdin charge.
Positions of all 23 atoms, in Å:
C (2.14750, -0.93930, -0.21360)  -0.052
C (0.82592, -0.48377, -0.76201)  -0.316
C (0.67071, 0.75624, -1.35240)  -0.062
C (-0.21340, 0.93218, 3.62531)  -0.174
C (-1.66501, 0.36498, -1.75008)  -0.097
C (0.16133, 0.21832, 2.31532)  -0.158
C (-0.57706, 1.21949, -1.76150)  -0.088
C (-1.51582, -0.89878, -1.19729)  -0.084
C (-0.27542, -1.32004, -0.70865)  -0.071
H (-1.27060, 1.16359, 3.71745)  0.057
H (2.90160, -0.76739, -0.99371)  0.082
H (2.18027, -1.99636, -0.00353)  0.076
H (2.47631, -0.26763, 0.57536)  0.066
H (-2.23488, -1.70145, -1.20530)  0.097
H (-0.23780, -0.79509, 2.34859)  0.070
H (1.54432, 1.34524, -1.59585)  0.112
H (-0.28087, -2.28250, -0.22244)  0.108
H (-0.21291, 0.83834, 1.51165)  0.064
H (-0.67640, 2.17921, -2.22865)  0.096
H (1.24190, 0.10304, 2.33260)  0.053
H (0.02518, 0.35437, 4.52689)  0.060
H (0.37240, 1.84764, 3.75781)  0.061
H (-2.63839, 0.71620, -2.07076)  0.099

The value obtained for the energy relative to the best compared isomer or geometry (same formula, charge and spin) is 43.5 kJ/mol. As for the strongest force on any atom: 1.82 eV Å⁻¹. The HOMO-LUMO gap comes out at 10.044 eV. The SMILES is Cc1ccccc1.CC. The total energy is -351.31362 a.u.



Density functional theory data (the ωB97M-V functional and the def2-TZVPD basis) for 2 unconnected molecules or ions with the total composition C9H14 in a non-equilibrium geometry.

Each line ends with the Löwdin charge.
Positions of all 23 atoms, in Å:
C (2.74247, -0.37921, 1.68966)  0.010
C (0.46905, 0.52867, 0.95086)  -0.004
C (-0.70880, -1.91165, 1.40708)  -0.016
C (-0.77522, 1.75711, -4.11379)  -0.155
C (-0.84773, 0.37502, 0.80504)  -0.033
C (-1.45043, -0.89282, 0.79716)  0.065
C (1.31812, -0.55679, 1.28095)  -0.129
C (-1.40250, 1.89897, -2.70720)  -0.178
C (0.67419, -1.84164, 1.49809)  0.060
H (-0.74303, 2.64500, -2.19873)  0.063
H (-1.44248, 1.09628, -1.96935)  0.028
H (3.08770, 0.60630, 1.54373)  0.077
H (3.39507, -0.99078, 1.05826)  0.121
H (-1.21074, -2.79493, 1.75918)  0.126
H (1.15678, -2.80660, 1.59990)  0.140
H (0.98889, 1.42966, 0.65988)  0.139
H (2.84819, -0.60909, 2.75207)  0.122
H (-2.33680, 2.44027, -2.65720)  0.057
H (-1.37468, 1.05576, -4.71078)  0.060
H (-0.76030, 2.71353, -4.67706)  0.080
H (-1.44197, 1.31636, 0.68220)  0.156
H (0.22247, 1.31519, -4.07098)  0.059
H (-2.49005, -1.03952, 0.48294)  0.151

The value obtained for the energy relative to the best compared isomer or geometry (same formula, charge and spin) is 94.7 kJ/mol. The multiplicity is 2. As for the charge: +1. As for the strongest force on any atom: 3.03 eV Å⁻¹. As for the expectation value of S²: 0.77. The HOMO-LUMO gap (spin up / spin down) comes out at 9.399 / 5.840 eV. The total energy is -350.97291 a.u.



The lowest energy relative to the best compared isomer or geometry (same formula, charge and spin) belongs to which entry? number 9



The highest energy relative to the best compared isomer or geometry (same formula, charge and spin) belongs to which entry? number 3